Density functional theory data (ωB97M-V/def2-TZVPD) for C31H54BrIrNO9SbSi as an isolated structure at a distorted geometry.

Structure (XYZ):
```
99
Properties=species:S:1:pos:R:3:forces:R:3:lowdin_charge:R:1
Ir -0.05807 0.04887 -0.01356 0.8768 0.6731 -0.7860 1.431
O 1.06733 0.06028 3.96264 -0.0829 -0.2365 0.0276 0.235
C 1.02302 -0.50230 2.89597 0.4142 0.4611 -0.4880 -0.528
O 1.38350 -0.20516 1.73309 -0.0791 0.1274 0.2321 -0.076
C 0.35837 -1.99952 3.00360 -0.2903 -0.2234 0.2337 -0.047
C 0.72509 -2.78230 1.74218 0.2870 -0.1364 0.0416 -0.242
C 0.33261 -4.24984 1.95431 -0.1122 0.0772 0.0675 -0.066
C -1.20947 -4.16978 1.87206 0.0089 0.0691 -0.1657 -0.075
C -1.41945 -2.67127 1.61252 -0.2453 -0.3316 0.2723 -0.266
O -0.27228 -2.32564 0.81055 0.0265 0.1986 -0.2291 -0.214
C -1.14386 -1.90901 2.91243 -0.0931 0.4470 -0.1994 -0.072
C -1.68869 -0.38309 2.75775 0.0400 -0.6719 0.5217 -0.566
O -2.14988 0.09190 3.76360 0.0727 0.1297 -0.2376 0.156
O -1.60944 0.08677 1.57919 0.2981 0.4230 -0.4760 -0.128
H 0.72436 -2.40369 3.94216 0.0730 0.0211 -0.0264 0.168
H 1.72108 -2.60311 1.35299 -0.0392 0.0222 -0.0346 0.166
H 0.74765 -4.85848 1.15324 0.0151 0.0016 0.0101 0.125
H 0.69163 -4.63760 2.90572 0.0409 -0.0095 -0.0089 0.127
H -1.59889 -4.75347 1.03901 0.0211 -0.0074 0.0079 0.116
H -1.70963 -4.49572 2.78170 -0.0129 0.0046 0.0031 0.127
H -2.34407 -2.40467 1.11001 0.0704 0.0629 -0.0708 0.149
H -1.65636 -2.29186 3.78881 -0.0003 -0.0079 0.0052 0.165
Br -1.67629 -2.81052 -1.99881 0.0023 0.0407 0.1279 0.892
C -2.76087 -1.32498 -1.57014 0.0373 0.1663 -0.0746 -0.711
C -4.11497 -1.43982 -1.83708 -0.0082 0.0203 0.0001 -0.089
C -4.92956 -0.35021 -1.58173 0.0682 -0.0400 0.0326 -0.021
C -4.35718 0.80484 -1.07597 -0.0393 0.0476 -0.0325 -0.014
C -2.99947 0.82365 -0.83764 0.0191 0.0426 0.0728 -0.125
N -2.19326 -0.22280 -1.07763 -0.0351 -0.3009 0.1221 -0.069
H -4.50733 -2.36252 -2.23748 0.0065 -0.0007 -0.0036 0.108
H -5.99221 -0.40838 -1.77378 -0.0052 0.0022 -0.0059 0.125
H -4.95202 1.67913 -0.85554 0.0251 0.0188 -0.0059 0.123
H -2.52519 1.70158 -0.42404 -0.0761 -0.0991 -0.0337 0.078
C 3.36200 2.59322 2.94642 -0.1896 -0.1082 -0.2692 -0.014
C 4.16798 2.34575 1.67853 0.6486 0.1629 0.2522 -0.614
C 4.74890 0.93372 1.66105 -0.2318 0.1327 -0.0991 -0.015
C 5.31211 3.36395 1.61518 -0.2378 -0.1081 -0.1031 -0.023
O 3.40049 2.51979 0.48155 -0.4182 -0.2113 -0.1331 -0.080
Si 1.88844 2.75988 -0.04763 0.4549 0.8772 0.4257 0.020
O 1.21895 1.44084 -0.76396 -1.1713 -1.4488 0.4948 -0.485
O 1.91893 3.88762 -1.22008 -0.0195 -0.1637 -0.0909 -0.093
C 2.94061 4.63985 -1.89575 0.1682 0.3680 -0.1482 -0.617
C 2.30581 5.12544 -3.19534 -0.0521 -0.0972 0.1236 -0.022
C 3.33450 5.83004 -1.02170 -0.1138 -0.2064 -0.0479 -0.015
C 4.18094 3.79910 -2.20061 -0.2270 -0.0479 0.2195 -0.012
O 0.91904 3.16852 1.18636 0.1559 -0.2509 0.0873 -0.100
C -0.12044 4.10807 1.43993 -0.3069 0.3884 0.0343 -0.627
C -1.15707 4.02790 0.31996 0.2562 -0.1198 0.0418 -0.014
C 0.46892 5.51565 1.50734 0.0224 -0.2137 -0.0464 -0.007
C -0.74325 3.71745 2.77541 0.1327 -0.1045 -0.1300 -0.005
H 4.00000 2.46049 3.81989 0.0260 0.0107 -0.0164 0.100
H 2.52874 1.89670 3.01282 -0.0906 -0.0413 0.0663 0.064
H 2.95698 3.60447 2.95127 -0.0003 0.0266 0.0333 0.086
H 5.31937 0.74612 2.57089 0.0121 -0.0136 -0.0174 0.093
H 5.40201 0.80383 0.79700 0.0050 0.0044 0.0107 0.090
H 3.93451 0.21560 1.59096 -0.0439 -0.1355 0.0443 0.068
H 5.98429 3.22293 2.46154 0.0249 0.0223 -0.0128 0.093
H 4.91151 4.37776 1.65151 0.0406 0.0267 0.0101 0.081
H 5.87517 3.24154 0.68919 0.0441 0.0018 0.0363 0.083
H 1.43924 5.75163 -2.97953 -0.0082 -0.0068 -0.0120 0.090
H 1.97266 4.27326 -3.79235 0.0449 0.0112 -0.0306 0.072
H 3.02205 5.70440 -3.77813 -0.0092 0.0127 -0.0092 0.092
H 2.48993 6.50652 -0.88791 0.0260 0.0187 -0.0098 0.082
H 4.15710 6.37842 -1.48120 -0.0027 0.0339 0.0247 0.096
H 3.65318 5.46716 -0.04411 0.0588 0.0594 0.0276 0.077
H 3.90043 2.86919 -2.69243 0.0754 0.0283 -0.0647 0.063
H 4.69869 3.54626 -1.27917 0.0714 -0.0108 -0.0319 0.066
H 4.85573 4.35353 -2.85222 -0.0144 0.0130 -0.0069 0.098
H -0.69619 4.29144 -0.63432 -0.0515 0.0203 -0.0303 0.087
H -1.99593 4.69527 0.51482 -0.0240 -0.0097 -0.0146 0.099
H -1.52173 2.99952 0.26276 0.0047 0.1291 0.0718 0.044
H 0.97258 5.74730 0.56882 -0.0302 0.0522 0.0298 0.065
H 1.19078 5.58235 2.32250 0.0089 0.0142 -0.0062 0.092
H -0.31990 6.24861 1.67838 0.0116 0.0201 0.0126 0.095
H -1.09443 2.68396 2.73828 -0.0673 0.0380 0.0081 0.075
H -1.58168 4.37325 3.01073 -0.0058 -0.0083 0.0268 0.095
H -0.00131 3.79212 3.57100 -0.0038 0.0166 0.0083 0.093
C 2.53348 0.65852 -5.27287 -0.0476 -0.0225 0.0740 -0.161
C 2.61407 0.65020 -3.75256 -0.2328 -0.1401 0.3655 -0.390
Sb 0.97402 -0.43136 -2.83650 -0.2731 -0.3073 -0.6891 1.485
C 1.08182 -2.24318 -4.09906 -0.0854 0.4096 0.4128 -0.424
C 0.00183 -2.29873 -5.16867 0.0406 -0.0826 -0.0386 -0.202
C -0.64334 0.62881 -3.82784 0.2604 -0.1031 0.2832 -0.392
C -0.78277 2.05837 -3.31556 0.0061 -0.0782 -0.0536 -0.168
H 3.42659 1.13631 -5.67872 -0.0170 0.0180 -0.0318 0.082
H 1.66827 1.21955 -5.62681 0.0099 -0.0093 -0.0306 0.066
H 2.48639 -0.34771 -5.68984 -0.0017 0.0156 -0.0445 0.056
H 2.55345 1.65609 -3.34304 0.0139 -0.0407 0.0467 0.013
H 3.53602 0.18610 -3.40304 0.0067 0.0578 0.0630 0.063
H 1.03312 -3.10856 -3.44009 0.0417 0.0097 0.0294 0.023
H 2.07684 -2.21008 -4.54219 0.0449 -0.0442 0.0584 0.043
H -0.99929 -2.24979 -4.74051 0.0099 0.0323 -0.0539 0.022
H 0.07682 -3.24384 -5.71102 -0.0223 0.0337 -0.0537 0.080
H 0.10410 -1.49075 -5.89271 -0.0095 -0.0013 -0.0085 0.064
H -1.55774 0.05552 -3.67844 0.0207 -0.0347 -0.0238 0.032
H -0.40957 0.61053 -4.89195 -0.0196 -0.0445 -0.0007 0.047
H -0.86713 2.08946 -2.22856 -0.0103 0.0960 -0.0252 0.021
H -1.66815 2.53146 -3.74404 0.0164 0.0342 -0.0021 0.083
H 0.08593 2.66159 -3.58401 -0.0099 0.0266 0.0645 0.062
```
Positions in Å, forces in eV/Å.

Calculated values
Kohn-Sham gap (spin up / spin down) in eV: 8.19 / 5.26
ΔE to the lowest compared entry with this formula, charge and spin in kcal per mole: 20.2
Charge: +1
E_LUMO (spin up / spin down) in eV: -2.72 / -6.39
Spin multiplicity: 6